(1)
71
Properties=species:S:1:pos:R:3:forces:R:3:mulliken_charge:R:1 method="wB97M-V/def2-TZVPD" orbital_gap_ev=4.7 total_charge=-2 relative_energy_ev=0.0000 total_energy_ev=-96123.790 homo_ev=-0.28
Ga -0.85923 -0.41093 1.31024 -0.2 -0.2 0.3 1.063
O -1.00824 -0.69882 3.48393 0.0 -0.1 0.1 -0.468
C -0.02605 -0.91043 4.27169 0.0 0.0 -0.1 0.538
C -0.07279 -0.48461 5.63753 0.1 0.0 0.0 -0.876
C 0.98479 -0.66815 6.49321 0.0 0.0 -0.1 -0.354
C 2.16247 -1.31604 6.07481 -0.1 0.0 0.0 -0.646
C 2.22569 -1.77246 4.77762 0.0 0.0 0.0 -0.640
C 1.17288 -1.58891 3.87184 0.1 0.0 -0.1 0.701
C 1.23895 -2.22477 2.58042 0.0 -0.1 0.3 -0.390
N 0.37800 -2.02375 1.65920 0.3 0.3 -0.7 0.561
N 0.39068 -2.87970 0.55845 -0.1 0.1 0.2 -0.918
C -0.75602 -2.73006 -0.04290 -0.1 -0.2 -0.2 0.677
O -1.70747 -1.95415 0.36094 -0.1 0.2 0.0 -0.809
C -0.99381 -3.50227 -1.30320 0.0 0.0 0.2 0.239
C -2.17534 -3.28901 -1.99829 -0.2 0.0 -0.2 -0.381
C -2.42589 -3.96415 -3.18760 0.1 0.0 0.1 -0.682
C -1.49192 -4.85989 -3.69010 0.0 0.0 0.0 -0.316
C -0.30440 -5.07346 -2.99697 0.0 0.0 0.0 -0.622
C -0.05540 -4.39764 -1.81095 0.0 0.0 0.0 -0.227
H -0.97589 0.01902 5.96110 0.0 0.0 0.0 0.387
H 0.91000 -0.30236 7.51268 0.0 0.0 0.0 0.339
H 2.99238 -1.45917 6.75458 0.0 0.0 0.0 0.360
H 3.11718 -2.28785 4.43052 0.0 0.0 0.0 0.323
H 1.99130 -2.99497 2.41118 0.0 -0.1 0.0 0.316
H -2.88144 -2.57358 -1.59740 0.0 0.0 0.0 0.435
H -3.34768 -3.78411 -3.72835 0.0 0.0 0.0 0.375
H -1.68083 -5.38033 -4.62206 0.0 0.0 0.0 0.371
H 0.43377 -5.76315 -3.38990 0.0 0.0 0.0 0.369
H 0.86915 -4.53344 -1.26473 0.0 0.0 0.0 0.449
C -0.59394 0.07611 -3.77205 0.0 0.0 0.0 -1.043
N -0.22817 1.09206 -2.81125 -0.1 0.0 0.1 0.706
C -0.27768 2.48546 -3.18848 0.0 0.0 0.0 -1.168
C -0.02424 0.74244 -1.52725 0.4 -0.1 0.0 -0.467
O -0.07976 -0.42256 -1.13816 -0.1 0.1 -0.1 -0.636
H -0.42008 0.46095 -4.77726 0.0 0.0 0.0 0.384
H -1.64539 -0.21718 -3.67361 0.0 0.0 0.0 0.235
H 0.01218 -0.81462 -3.61119 0.0 0.0 0.0 0.286
H 0.37678 2.67854 -4.04109 0.0 0.0 0.0 0.381
H 0.07207 3.08803 -2.35167 0.0 0.0 0.0 0.305
H -1.29833 2.79459 -3.44419 0.0 0.0 0.0 0.351
H 0.18677 1.56218 -0.83339 -0.1 0.0 0.0 0.555
C 2.77335 0.32875 0.39920 0.1 0.0 0.0 -1.373
C 2.99880 1.11869 -0.68399 0.1 0.0 -0.1 1.285
C 3.01266 2.57702 -0.63402 0.0 -0.1 -0.1 -0.778
C 3.15409 3.34197 -1.75001 0.0 0.0 -0.1 -0.424
C 3.32544 2.77372 -3.04577 0.0 0.2 -0.2 0.209
C 3.37164 1.35273 -3.11831 0.0 0.0 0.0 -0.422
C 3.22802 0.56735 -2.01727 0.0 0.1 0.1 -0.662
C 3.42300 3.57702 -4.20894 0.0 -0.2 0.4 0.196
N 3.49376 4.23078 -5.16773 0.0 0.0 0.0 -0.763
H 2.57634 0.74438 1.38254 0.0 0.0 -0.1 0.239
H 2.72174 -0.74948 0.29074 0.0 0.0 0.0 0.183
H 2.87341 3.05068 0.33142 0.0 0.0 0.0 0.321
H 3.13890 4.42373 -1.66239 0.0 0.0 0.0 0.368
H 3.52705 0.89288 -4.08946 0.0 0.0 0.0 0.367
H 3.25460 -0.51273 -2.11708 0.0 0.0 0.0 0.278
C -3.35410 1.33115 2.52473 0.0 0.0 0.0 -1.677
C -2.49165 2.01580 1.44561 0.2 0.1 -0.3 2.132
C -2.40751 3.50666 1.80240 -0.1 0.1 0.0 -2.035
C -3.22331 1.88482 0.10312 0.0 0.0 0.0 -1.624
C -1.04424 1.51109 1.28251 -0.2 -0.5 0.3 -1.198
H -4.32209 1.84100 2.66025 0.0 0.0 0.0 0.532
H -2.82437 1.31022 3.47838 0.0 0.0 0.0 0.205
H -3.55347 0.28977 2.24984 0.0 0.0 0.0 0.234
H -3.40325 3.97508 1.81965 0.0 0.0 0.0 0.431
H -1.78157 4.02842 1.07476 0.0 0.0 0.0 0.406
H -1.95311 3.63237 2.79064 0.0 0.0 0.0 0.401
H -4.25194 2.27025 0.15561 0.0 0.0 0.0 0.526
H -3.26750 0.83108 -0.19751 0.0 0.0 0.0 0.186
H -2.67842 2.43138 -0.67141 0.0 0.0 0.0 0.191
H -0.50130 1.70660 2.22452 -0.1 0.2 0.0 0.203

(2)
73
Properties=species:S:1:pos:R:3:forces:R:3:mulliken_charge:R:1 method="wB97M-V/def2-TZVPD" s_squared=0.7559 orbital_gap_ev="4.5 / 5.9" total_charge=-2 multiplicity=2 relative_energy_ev=0.0000 total_energy_ev=-169049.702 homo_ev="0.05 / -1.36"
Pd -0.11701 0.19483 0.07669 -0.5 0.3 -0.4 -0.740
O 0.10374 0.27945 -2.06769 0.2 -0.3 -0.6 0.306
C 1.20117 0.01286 -2.67410 0.0 0.1 0.1 0.263
C 1.18824 -0.02849 -4.10295 0.1 0.0 -0.1 -0.465
C 2.32718 -0.17282 -4.85716 0.0 0.0 0.1 -0.433
C 3.57660 -0.28629 -4.23647 0.1 0.0 -0.1 -0.732
C 3.62215 -0.29490 -2.85632 0.0 0.0 0.0 -0.583
C 2.48526 -0.19548 -2.04447 0.0 0.1 -0.1 0.467
C 2.73069 -0.27397 -0.60562 0.4 -0.1 -0.3 -0.917
N 1.84453 -0.47817 0.27869 0.0 -0.1 0.7 0.527
N 2.26986 -0.56908 1.59840 0.4 0.1 0.0 -0.768
C 1.28664 -0.41024 2.45196 -0.2 -0.1 -0.3 0.453
O 0.05525 -0.19649 2.19819 0.2 -0.2 0.8 -0.672
C 1.68116 -0.42751 3.90215 0.1 0.1 0.0 0.537
C 0.69809 -0.32455 4.87692 -0.1 0.0 0.1 -0.308
C 1.03460 -0.23372 6.22280 0.0 0.0 0.0 -0.747
C 2.36580 -0.23908 6.61241 0.0 0.0 0.0 -0.337
C 3.35524 -0.33723 5.64149 0.0 0.0 0.0 -0.558
C 3.01548 -0.43495 4.29975 0.1 0.0 0.0 -0.276
H 0.22287 0.08434 -4.58367 0.0 0.0 0.1 0.252
H 2.25305 -0.18306 -5.94043 0.0 0.0 0.0 0.363
H 4.48624 -0.37453 -4.81859 0.0 0.0 0.0 0.338
H 4.58347 -0.39609 -2.35894 0.0 0.0 0.0 0.281
H 3.77085 -0.19252 -0.26899 0.0 -0.1 -0.1 0.208
H -0.33471 -0.30893 4.55325 0.0 0.0 0.0 0.365
H 0.25542 -0.14437 6.97117 0.0 0.0 0.0 0.364
H 2.63154 -0.15962 7.66025 0.0 0.0 0.0 0.361
H 4.39830 -0.31927 5.93715 0.0 0.0 0.0 0.350
H 3.76978 -0.49973 3.52677 0.0 0.0 0.0 0.445
N -2.56110 -1.23316 -1.37435 0.1 0.2 0.0 -0.508
C -1.92695 -1.76878 -0.28993 -0.7 -1.5 -0.2 0.429
N -2.53378 -1.56701 0.91616 0.1 0.3 0.0 -0.459
S -0.79613 -3.00878 -0.48448 0.0 0.3 0.1 -0.376
H -3.05469 -0.36563 -1.19926 0.1 0.0 0.0 0.281
H -1.94734 -1.18088 -2.17825 0.0 0.1 0.1 0.272
H -3.01041 -0.67826 1.02295 0.1 0.0 0.0 0.295
H -1.92032 -1.78414 1.69054 0.0 0.1 0.0 0.236
C -0.10004 3.61013 -2.91644 0.1 -0.1 0.0 -1.096
Ge -1.85926 3.04528 -2.22441 -0.1 0.3 -0.1 0.648
C -2.64578 1.94587 -3.67673 0.1 -0.2 0.0 -1.226
C -2.95135 4.71715 -2.42714 0.0 0.0 0.0 -1.493
Ge -1.71577 1.96518 -0.00414 -0.3 0.9 0.1 0.331
C -3.63193 1.97529 0.62915 -0.1 -0.2 -0.1 -0.311
C -4.72794 1.92152 -0.24357 0.1 0.1 0.1 0.569
C -6.01925 1.66532 0.20846 0.0 0.0 0.0 -0.716
C -6.25884 1.45589 1.55907 0.0 0.0 0.0 -0.432
C -5.19145 1.50739 2.44964 0.0 0.1 0.0 -0.630
C -3.90576 1.76140 1.98878 0.0 0.0 0.0 -0.270
C -0.96256 3.45025 1.13845 0.0 0.1 0.0 -0.103
C -0.49006 3.10685 2.41286 0.0 0.0 0.0 0.016
C 0.11143 4.04290 3.24742 0.0 0.0 -0.1 -0.911
C 0.28085 5.35435 2.81923 0.0 0.0 0.0 -0.362
C -0.16855 5.71876 1.55683 0.0 -0.1 0.0 -0.740
C -0.78610 4.77883 0.73617 0.0 -0.1 0.1 0.574
H -0.18156 3.89051 -3.97138 0.0 0.0 0.0 0.418
H 0.61490 2.79054 -2.83020 0.0 0.0 0.0 0.177
H 0.28474 4.46410 -2.35384 0.0 0.0 0.0 0.381
H -2.49395 2.45918 -4.63145 0.0 0.0 0.0 0.468
H -3.71907 1.78846 -3.53794 0.0 0.0 0.0 0.411
H -2.15276 0.97251 -3.72410 0.0 0.0 0.0 0.135
H -2.93446 5.03472 -3.47571 0.0 0.0 0.0 0.453
H -2.55958 5.53506 -1.81856 0.0 0.0 0.0 0.428
H -3.99172 4.54960 -2.13481 0.0 0.0 0.0 0.354
H -4.56204 2.09877 -1.30264 -0.1 -0.1 0.0 0.024
H -6.84136 1.62381 -0.49883 0.0 0.0 0.0 0.368
H -7.26327 1.25542 1.91376 0.0 0.0 0.0 0.329
H -5.36350 1.33731 3.50742 0.0 0.0 0.0 0.374
H -3.08316 1.78621 2.69830 0.0 0.0 0.0 0.302
H -0.56396 2.07363 2.74024 0.1 0.0 0.0 0.179
H 0.47147 3.73806 4.22462 0.0 0.0 0.0 0.406
H 0.76792 6.08350 3.45783 0.0 0.0 0.0 0.335
H -0.02874 6.73586 1.20445 0.0 0.0 0.0 0.375
H -1.13074 5.08472 -0.24449 0.0 0.0 0.0 -0.281

(3)
79
Properties=species:S:1:pos:R:3:forces:R:3:mulliken_charge:R:1 method="wB97M-V/def2-TZVPD" orbital_gap_ev=6.2 total_charge=-2 relative_energy_ev=0.0000 total_energy_ev=-170866.042 homo_ev=-2.06
K -0.06421 -1.32520 -0.03446 0.0 -0.1 -0.1 0.799
C -0.95327 -4.16344 -3.09145 -0.3 0.3 1.3 -0.832
O 0.13328 -3.41979 -2.48054 -0.9 0.0 -1.1 -0.142
C 0.81380 -2.61935 -3.39147 -0.5 -1.3 0.7 0.397
O 0.63559 -2.66604 -4.58389 -0.1 0.3 -0.2 -0.658
N 1.65625 -1.88046 -2.65848 0.9 0.4 0.4 0.500
N 2.58994 -1.04965 -3.34019 0.0 -0.4 0.4 -0.783
H -0.61551 -4.62445 -3.98944 0.2 -0.2 -0.8 0.385
H -1.85207 -3.53590 -3.26403 0.7 -0.1 -0.1 0.260
H -1.25895 -4.94715 -2.39290 0.3 0.3 0.2 0.232
H 2.04259 -2.28957 -1.76823 -0.4 0.2 -0.4 0.216
H 3.49809 -1.44762 -3.10550 0.1 0.1 -0.2 0.275
H 2.56369 -0.19159 -2.81181 0.0 0.5 0.0 0.260
C -3.96665 0.57773 1.89846 0.3 0.0 0.5 -0.987
P -3.25579 -1.07001 2.30118 0.1 -0.7 0.2 0.462
C -1.66267 -0.53435 3.04519 -0.3 0.0 0.0 -0.702
C -4.11375 -1.57717 3.87663 0.2 0.0 -0.8 -1.267
H -4.02135 1.21274 2.80674 0.0 -0.1 -0.5 0.276
H -4.96918 0.42886 1.47807 0.3 0.2 0.0 0.341
H -3.25051 0.98571 1.15482 -0.6 0.1 0.3 0.183
H -1.83324 0.10905 3.92588 0.2 -0.4 -0.1 0.415
H -1.20906 0.08732 2.28292 0.5 0.2 -0.2 -0.100
H -1.02968 -1.41320 3.24400 -0.2 0.4 0.1 0.294
H -4.07978 -0.77240 4.59510 0.2 0.2 0.5 0.416
H -3.65123 -2.50622 4.22555 0.1 0.3 0.1 0.295
H -5.14926 -1.79759 3.67252 -0.5 -0.1 -0.1 0.383
F -0.63376 1.09157 -0.19603 -0.2 0.3 0.2 -0.833
C 5.75985 3.47691 -2.26044 0.0 0.3 -1.0 -0.387
C 4.80989 3.00753 -3.17566 -0.1 -0.1 0.6 -0.843
C 3.54421 2.69277 -2.70769 0.4 0.0 -0.2 -0.290
C 3.18094 2.86829 -1.37737 -0.9 0.1 0.1 0.586
C 4.10253 3.42549 -0.51741 1.0 0.6 -0.1 -0.154
C 5.40813 3.73906 -0.96561 -0.4 -0.1 1.3 -0.629
As 1.29180 2.13523 -0.90271 0.5 0.3 -0.3 0.100
C 0.42317 3.77383 -1.69672 0.5 -0.7 -0.1 0.063
C 0.06309 4.05793 -3.01998 -0.5 0.7 0.9 -0.430
C -0.49836 5.31512 -3.31604 -0.5 -0.7 0.8 -0.612
C -0.79213 6.23005 -2.28645 0.7 -1.0 -0.7 -0.663
C -0.40920 5.91442 -0.99598 -0.1 0.6 -0.2 -0.727
C 0.21644 4.72392 -0.69824 -0.2 0.0 -0.9 0.570
C 0.68789 4.39134 0.61941 0.1 0.1 1.8 0.999
C 0.53057 5.21613 1.75042 -0.4 0.0 -0.2 -0.703
C 1.04927 4.83530 2.97278 1.0 0.0 -0.8 -0.635
C 1.88964 3.73200 3.04993 -0.7 -0.7 0.4 -0.684
C 1.92208 2.84022 1.98883 0.5 -0.9 -0.2 -0.144
C 1.30848 3.15008 0.78376 -0.2 0.1 -0.6 -0.196
H 6.74653 3.73334 -2.60843 0.3 0.0 -0.1 0.345
H 5.04974 2.86235 -4.21973 0.1 0.0 0.0 0.373
H 2.81481 2.30347 -3.39367 -0.3 -0.2 -0.4 0.354
H 3.82680 3.70512 0.48990 0.0 -0.2 0.1 0.257
H 6.15680 4.16127 -0.26091 -0.6 -0.3 -0.5 0.304
H 0.06137 3.30021 -3.78603 0.4 -0.1 -0.1 0.450
H -0.90420 5.45193 -4.30482 0.1 0.3 -0.3 0.332
H -1.31614 7.13465 -2.51694 -0.1 0.4 0.0 0.404
H -0.56878 6.60375 -0.19161 -0.2 0.4 0.2 0.323
H -0.02269 6.15803 1.72195 0.1 -0.3 -0.2 0.254
H 0.92173 5.45802 3.82209 -0.1 0.5 0.7 0.415
H 2.38357 3.48103 3.98563 -0.1 0.0 -0.1 0.373
H 2.43384 1.86853 2.09136 -0.2 0.6 0.0 0.478
Cl 4.80386 -3.21314 2.56015 -0.4 -0.3 -0.3 -0.236
C 3.42755 -3.83665 1.55065 -0.4 0.2 0.0 0.263
Cl 3.92391 -5.14163 0.45339 0.3 -0.2 0.5 -0.215
C 2.79841 -2.66290 0.72153 0.6 -0.1 0.2 0.426
O 3.07719 -2.72951 -0.49387 -0.5 0.7 -0.1 -0.884
O 2.13959 -1.83909 1.37578 0.2 -0.2 -0.3 -0.620
H 2.66215 -4.24264 2.21175 0.3 0.1 0.1 0.195
C -5.05631 -5.33210 -0.74572 0.0 0.5 0.2 -1.256
C -4.18196 -5.24747 0.47512 1.1 0.2 -0.3 0.876
C -4.62114 -5.75800 1.68964 -0.6 -0.4 0.0 -0.568
C -3.73171 -5.67127 2.74515 1.0 1.4 -0.5 -0.276
N -2.53113 -5.08941 2.63186 -1.0 -0.9 0.3 -0.467
C -2.13224 -4.67952 1.39293 0.0 0.1 0.2 -0.212
S -0.53208 -4.10168 1.26267 0.0 0.0 -0.1 -0.305
N -2.95855 -4.71477 0.30850 -0.9 -0.5 0.2 -0.308
H -6.08957 -5.37490 -0.44898 -0.6 -0.1 0.2 0.402
H -4.85633 -6.20261 -1.35515 0.3 -0.3 -0.1 0.240
H -4.93908 -4.44028 -1.34999 0.2 0.1 -0.2 0.292
H -5.62564 -6.18617 1.79751 0.5 0.1 0.0 0.288
H -4.01186 -5.94536 3.74480 -0.1 -0.4 0.4 0.396